# 1
Computed, not measured: an isolated ion of composition C6H10BrN2 and charge +1 at a distorted geometry, with wB97M-V/def2-TZVPD.

Computed properties:
- LUMO (eV) = -6.02
- HOMO-LUMO gap (eV) = 8.78
- net charge = +1
- energy relative to the best compared isomer or geometry (same formula, charge and spin) (kJ/mol) = 150.5
- SMILES = CC(C)C1=[NH+]C=N[C@@H]1Br
- E (hartree) = -2917.8287
- multiplicity = 1
- highest occupied orbital energy (Ha) = -0.5437
- largest force on an atom (eV/Å) = 4.39

Structure (XYZ):
```
19
Properties=species:S:1:pos:R:3:mulliken_charge:R:1
C 1.49028 0.28508 -1.17769 -1.12
C 0.04293 0.77654 -0.80269 0.23
C -0.79824 0.09935 -1.87481 -1.28
C -0.26252 0.15739 0.57055 0.05
N 0.27408 0.69884 1.63119 -0.06
C -0.09964 -0.00762 2.79245 -0.29
N -0.82046 -1.00499 2.51649 -0.40
C -0.92314 -1.07102 1.09373 0.21
Br 0.23035 -2.65291 0.37335 -0.02
H 1.64727 -0.74148 -1.35318 0.39
H 2.30663 0.76282 -0.49503 0.30
H 1.57577 0.68323 -2.12663 0.47
H -0.19311 1.81917 -0.59163 0.44
H -0.80997 -1.02794 -1.79383 0.29
H -0.57247 0.37811 -2.97992 0.36
H -1.95512 0.33166 -1.68780 0.31
H 0.75265 1.57976 1.49809 0.28
H 0.06573 0.23031 3.84353 0.40
H -1.95103 -1.29630 0.56384 0.44
```

# 2
Computed, not measured: C6H10CdO6 as an isolated structure at a distorted geometry, with wB97M-V/def2-TZVPD.

Computed properties:
- LUMO (spin up / spin down) (eV) = -5.26 / -6.76
- HOMO-LUMO gap (spin up / spin down) (eV) = 7.93 / 6.83
- ⟨S²⟩ = 0.751
- net charge = +1
- energy relative to the best compared isomer or geometry (same formula, charge and spin) (kJ/mol) = 263.3
- E (hartree) = -853.4353
- multiplicity = 2
- highest occupied orbital energy (spin up / spin down) (Ha) = -0.4849 / -0.4995
- largest force on an atom (eV/Å) = 7.52

Structure (XYZ):
```
23
Properties=species:S:1:pos:R:3:mulliken_charge:R:1
O 0.63700 -1.54604 2.15883 -0.55
C -0.55581 -1.69787 1.81957 1.06
O -1.12443 -1.00786 0.85103 -0.21
C -1.15480 0.43926 0.98087 -0.66
C -1.63385 1.03011 -0.32750 -0.65
C -0.89602 0.60050 -1.60238 -0.61
C 0.56672 0.23230 -1.46775 -0.50
O 1.27770 1.30621 -0.83447 -0.32
C 2.48096 1.02946 -0.36525 0.74
O 3.09745 0.00694 -0.54590 -0.55
O 2.91461 2.07221 0.33294 -0.44
H -0.14184 0.75036 1.25767 0.37
H -1.86268 0.67096 1.78523 0.42
H -1.55005 2.11776 -0.19210 0.38
H -2.70095 0.79496 -0.44912 0.33
H -1.00064 1.39841 -2.35131 0.35
H -1.38702 -0.28140 -2.03847 0.31
H 1.00524 0.05783 -2.45889 0.47
H 0.70893 -0.67726 -0.87009 0.17
H 3.80394 1.88950 0.66126 0.37
Cd -2.39921 -3.21803 0.29705 0.71
O -0.66773 -2.97172 1.50581 -0.69
H 0.58249 -2.99656 1.85295 0.50
```

# 3
Computed, not measured: the molecule C6H10ClOPS at a distorted geometry, with wB97M-V/def2-TZVPD.

Computed properties:
- LUMO (eV) = 0.40
- HOMO-LUMO gap (eV) = 9.47
- energy relative to the best compared isomer or geometry (same formula, charge and spin) (kJ/mol) = 23.5
- SMILES = CC1=CC(C)(C)[P@](=S)(Cl)O1
- E (hartree) = -1509.6222
- multiplicity = 1
- highest occupied orbital energy (Ha) = -0.3334
- largest force on an atom (eV/Å) = 3.57

Structure (XYZ):
```
20
Properties=species:S:1:pos:R:3:mulliken_charge:R:1
C 0.74957 -2.82829 -0.84018 -1.31
C 0.07405 -1.47006 -0.54023 0.42
C 0.68825 -0.42168 0.09382 -0.71
C -0.02878 0.85246 0.26540 1.48
C 0.54760 1.98434 -0.64256 -1.68
C 0.00293 1.37004 1.66247 -1.75
P -1.83475 0.17390 -0.35670 0.74
S -2.95261 1.03788 -1.70988 -0.35
Cl -2.56102 -0.49048 1.49447 -0.27
O -1.26797 -1.22911 -0.93825 -0.40
H 1.78657 -2.66285 -0.98746 0.37
H 0.30096 -3.34986 -1.71121 0.35
H 0.55510 -3.47154 -0.02496 0.31
H 1.75163 -0.66193 0.45902 0.18
H 0.09903 2.89600 -0.28252 0.40
H 0.30251 1.83803 -1.64147 0.44
H 1.54512 1.87032 -0.43375 0.48
H -0.35038 2.38536 1.79316 0.39
H 0.99460 1.52608 1.97821 0.47
H -0.40242 0.65139 2.36261 0.43
```

# 4
Computed, not measured: C6H10F2KNO10S2 as an isolated structure at a distorted geometry, with wB97M-V/def2-TZVPD.

Computed properties:
- LUMO (eV) = -0.40
- HOMO-LUMO gap (eV) = 9.32
- E (hartree) = -2637.5632
- multiplicity = 1
- highest occupied orbital energy (Ha) = -0.3576
- largest force on an atom (eV/Å) = 13.54

Structure (XYZ):
```
32
Properties=species:S:1:pos:R:3:mulliken_charge:R:1
K -0.19340 1.04354 0.26701 0.83
N -0.99527 2.32932 1.62989 -0.06
S -2.25556 3.02385 1.25658 1.07
O -2.98393 3.68156 2.30001 -0.58
O -2.89272 2.57361 0.03265 -0.59
F -1.50897 4.29125 0.58447 -0.33
S -1.74660 1.20330 2.70245 1.16
O -3.01085 0.47580 2.34245 -0.57
O -1.59247 1.62671 4.09156 -0.60
F -0.71962 -0.06288 2.48305 -0.27
C 3.36289 0.79973 -2.83929 -0.29
C 4.21256 -0.07565 -1.93102 -0.41
O 3.63222 -0.05204 -0.67853 -0.25
C 2.32587 0.26772 -0.92876 0.58
O 1.43961 0.27010 -0.06350 -0.60
O 2.10643 0.64250 -2.18909 -0.26
H 3.34044 0.39933 -3.85283 0.28
H 3.73257 1.82408 -2.88548 0.29
H 5.13245 0.47912 -1.74625 0.28
H 4.42995 -1.08795 -2.27174 0.30
C -3.23846 -1.68469 1.49914 -0.43
O -2.49731 -2.43969 0.58166 -0.37
C -1.36245 -1.90708 0.09038 0.66
O -0.83976 -0.82399 0.34709 -0.43
O -0.67364 -2.81292 -0.50789 -0.36
C 0.48311 -2.43772 -1.19577 -0.71
H -3.21546 -0.62639 1.23922 0.21
H -2.68130 -1.77552 2.43158 0.26
H -4.29145 -1.96318 1.45724 0.29
H 0.71021 -3.23327 -1.90543 0.33
H 1.40466 -2.45773 -0.61402 0.28
H 0.38637 -1.49080 -1.72688 0.28
```

# 5
Computed, not measured: the molecule C6H10FN at a distorted geometry, with wB97M-V/def2-TZVPD.

Computed properties:
- LUMO (eV) = 1.02
- HOMO-LUMO gap (eV) = 10.14
- energy relative to the best compared isomer or geometry (same formula, charge and spin) (kJ/mol) = 2.3
- SMILES = C[C@@]1(CF)C=CCN1
- E (hartree) = -389.2137
- multiplicity = 1
- highest occupied orbital energy (Ha) = -0.3352
- largest force on an atom (eV/Å) = 1.09

Structure (XYZ):
```
18
Properties=species:S:1:pos:R:3:mulliken_charge:R:1
C -1.45580 -1.24138 -0.04102 -1.93
C -0.45029 -0.09128 0.00099 1.60
C -1.22334 1.23697 -0.01409 -0.64
F -0.33730 2.29552 -0.01468 -0.31
C 0.47486 -0.14134 1.19420 -0.88
C 1.73902 0.05506 0.82041 -0.22
C 1.79109 0.25992 -0.69470 -0.66
N 0.45969 -0.13281 -1.16287 -0.62
H -0.93061 -2.20872 0.03397 0.44
H -2.02203 -1.20636 -0.96505 0.43
H -2.16645 -1.16215 0.76628 0.44
H -1.83763 1.28460 -0.91655 0.35
H -1.85886 1.30621 0.89526 0.30
H 0.11358 -0.24900 2.22829 0.36
H 2.60955 0.12459 1.46708 0.42
H 2.58791 -0.36212 -1.18700 0.33
H 2.01674 1.31533 -0.93147 0.23
H 0.48986 -1.08306 -1.47905 0.34
```

# 6
Computed, not measured: a 2-piece molecular cluster, C6H10FN overall at a distorted geometry, with wB97M-V/def2-TZVPD.

Computed properties:
- LUMO (spin up / spin down) (eV) = 0.85 / 0.85
- HOMO-LUMO gap (spin up / spin down) (eV) = 8.20 / 8.20
- energy relative to the best compared isomer or geometry (same formula, charge and spin) (kJ/mol) = 411.3
- E (hartree) = -389.0580
- multiplicity = 1
- highest occupied orbital energy (spin up / spin down) (Ha) = -0.2701 / -0.2702
- largest force on an atom (eV/Å) = 4.33

Structure (XYZ):
```
18
Properties=species:S:1:pos:R:3:mulliken_charge:R:1
C -0.07323 -1.55887 0.05698 -0.52
C -0.13840 -0.25200 0.19797 -0.05
C 1.05162 -1.92732 -0.84893 -0.75
C 0.89043 0.54795 -0.57125 -0.68
C 1.43369 -0.51821 -1.52154 -0.52
C -1.48867 1.09324 1.79162 -0.04
N -1.91290 2.25866 1.30640 -0.44
F -2.48049 0.21153 2.09504 -0.26
H -0.68121 -2.24818 0.50928 0.53
H 1.83652 -2.21237 -0.29494 0.32
H 0.64135 -2.75306 -1.53869 0.29
H 0.45162 1.27049 -1.18361 0.32
H 1.67025 0.83012 0.02552 0.32
H 2.63932 -0.36946 -1.62625 0.26
H 0.84692 -0.51846 -2.45691 0.25
H -0.69781 1.19292 2.45312 0.41
H -1.27263 2.90986 0.81597 0.28
H -2.71639 2.04318 0.79021 0.25
```

# 7
Computed, not measured: a 2-piece molecular cluster, C6H10FN overall at a distorted geometry, with wB97M-V/def2-TZVPD.

Computed properties:
- LUMO (eV) = 0.77
- HOMO-LUMO gap (eV) = 9.67
- energy relative to the best compared isomer or geometry (same formula, charge and spin) (kJ/mol) = 255.3
- E (hartree) = -389.1174
- multiplicity = 1
- highest occupied orbital energy (Ha) = -0.3272
- largest force on an atom (eV/Å) = 3.52

Structure (XYZ):
```
18
Properties=species:S:1:pos:R:3:mulliken_charge:R:1
C 1.29060 -1.52130 0.30691 -0.56
C 0.25942 -0.72471 0.47103 -0.14
C 2.48719 -0.80116 -0.24086 -0.38
C 0.44708 0.65825 -0.23817 -0.47
C 1.95459 0.64715 -0.50508 -0.65
C -3.21397 -0.03297 -0.21135 -0.13
N -3.63110 1.08426 0.25025 -0.27
F -4.26036 -0.86833 -0.41188 -0.18
H 1.59824 -2.39633 0.83108 0.35
H 3.23867 -0.76100 0.51137 0.26
H 2.97901 -1.39271 -1.11708 0.25
H -0.14470 0.75719 -1.10676 0.30
H 0.24463 1.39807 0.50622 0.24
H 2.41467 1.22485 0.26922 0.23
H 2.32296 0.91503 -1.53407 0.30
H -0.51951 -1.08107 1.14490 0.28
H -2.79244 1.74316 0.54871 0.32
H -4.67496 1.15159 0.52556 0.24
```

# 8
Computed, not measured: the molecule C6H10INO at a distorted geometry, with wB97M-V/def2-TZVPD.

Computed properties:
- LUMO (spin up / spin down) (eV) = -0.83 / -0.83
- HOMO-LUMO gap (spin up / spin down) (eV) = 7.62 / 7.61
- energy relative to the best compared isomer or geometry (same formula, charge and spin) (kJ/mol) = 38.0
- E (hartree) = -662.2278
- multiplicity = 1
- highest occupied orbital energy (spin up / spin down) (Ha) = -0.3103 / -0.3100
- largest force on an atom (eV/Å) = 3.77

Structure (XYZ):
```
19
Properties=species:S:1:pos:R:3:mulliken_charge:R:1
C 1.46997 -0.92383 0.04178 0.49
C 0.28044 -1.89118 -0.10581 -0.57
C -0.98050 -1.18217 -0.60154 -0.50
C -1.22951 0.07835 0.13515 0.25
C -1.73584 1.30070 -0.52598 -1.35
C 1.76519 1.43914 0.59289 -0.91
N 1.12257 0.35597 -0.05289 -0.18
O 2.60698 -1.34638 0.17294 -0.67
I -1.49101 -0.02850 2.20721 0.20
H 0.56021 -2.71301 -0.76487 0.36
H 0.11581 -2.31472 0.88879 0.24
H -0.86679 -0.93949 -1.65983 0.28
H -1.82674 -1.87083 -0.49252 0.31
H -2.82808 1.27281 -0.58383 0.39
H -1.33746 1.38123 -1.53567 0.35
H -1.46389 2.19438 0.03614 0.40
H 1.77147 1.33403 1.68549 0.31
H 2.80485 1.48474 0.24892 0.35
H 1.26232 2.36876 0.31362 0.28
```

Q: Which formula does entry 5 have?
A: C6H10FN

Q: Look up the multiplicity of the fifth one.
A: 1